C5H11N | ωB97M-V/def2-TZVPD

- structure (SMILES) = C=CCCCN
- LUMO (eV) = 1.1
- largest force on an atom (eV/A) = 3.80
- HOMO level (Ha) = -0.34181

```
17
Properties=species:S:1:pos:R:3:nbo_charge:R:1
C 1.19423 0.28959 1.24737 -0.23
C 0.54895 -0.91423 0.53330 -0.40
C -0.76600 -0.74415 -0.33813 -0.47
C -1.21571 0.36303 -2.59484 -0.39
C -0.50073 0.18630 -1.45942 -0.17
N 0.27992 0.72861 2.38035 -0.86
H 2.18938 0.05879 1.65898 0.20
H 1.55133 1.12316 0.53924 0.17
H 0.25726 -1.64255 1.32955 0.21
H 1.19302 -1.42541 -0.16178 0.20
H -0.90882 -1.72720 -0.76932 0.22
H -1.62918 -0.63694 0.33452 0.22
H -0.82393 0.85883 -3.38371 0.18
H -2.16623 0.17568 -2.89229 0.19
H 0.51794 0.76528 -1.50258 0.20
H -0.58062 1.16988 2.10411 0.36
H 0.85918 1.37134 2.97464 0.36
```